# 1
C16H31NNiP2S | ωB97M-V/def2-TZVPD

Last column: Löwdin spin population.
Positions of all 52 atoms, in Å:
Ni (-0.250, -0.100, 2.983)  1.33
S (-1.062, 1.205, 4.604)  0.09
P (-0.145, 1.628, 1.813)  0.06
P (0.186, -1.661, 1.611)  0.11
N (0.496, 0.716, 6.956)  0.03
C (-1.790, 0.973, -3.458)  0.00
C (-0.123, 0.930, 5.969)  0.01
C (0.683, -1.389, -2.769)  0.00
C (1.638, -0.562, -3.573)  0.00
C (-1.758, 2.395, 1.504)  0.00
C (-0.658, -1.266, -2.809)  0.00
C (-0.059, -0.617, 0.110)  0.02
C (1.072, 2.902, 2.147)  0.03
C (0.132, -1.706, 4.089)  0.21
C (0.507, 1.587, -2.658)  0.00
C (-0.999, -3.015, 1.447)  0.03
C (1.878, -2.272, 1.371)  0.00
C (-0.836, 1.665, -2.539)  0.00
C (0.350, 0.846, 0.246)  0.00
C (1.227, 0.921, -3.786)  0.00
C (-1.403, -0.481, -3.844)  0.00
H (-0.176, 1.463, -0.483)  0.00
H (-1.887, 1.550, -4.393)  0.00
H (-1.313, -1.829, -2.132)  0.00
H (-2.020, -2.614, 1.434)  0.00
H (-1.103, -0.715, -0.219)  0.00
H (1.164, -2.222, -2.231)  0.00
H (2.622, -0.596, -3.080)  0.00
H (-2.344, -1.018, -4.043)  0.00
H (-0.818, -3.602, 0.540)  0.01
H (-1.327, 2.375, -1.860)  0.00
H (-1.750, 2.931, 0.545)  0.00
H (2.099, -2.968, 2.189)  0.00
H (-2.542, 1.631, 1.500)  0.00
H (1.981, -2.786, 0.403)  0.00
H (2.589, -1.437, 1.418)  0.00
H (0.629, 1.005, -4.703)  0.00
H (-0.815, -0.458, -4.769)  0.00
H (-0.881, -3.645, 2.335)  0.00
H (0.943, -1.298, 4.724)  0.03
H (0.554, -1.112, -0.646)  0.01
H (0.381, -2.738, 3.789)  0.01
H (-2.786, 0.972, -2.992)  0.00
H (0.786, 3.378, 3.091)  0.00
H (1.085, 3.627, 1.323)  0.01
H (1.430, 0.987, 0.083)  0.00
H (1.189, 2.115, -1.981)  0.00
H (2.059, 2.439, 2.267)  0.00
H (-1.960, 3.091, 2.327)  0.00
H (2.163, 1.486, -3.935)  0.00
H (1.784, -1.009, -4.571)  0.00
H (-0.819, -1.703, 4.656)  0.01

## Properties
Spin multiplicity ... 3
Orbital gap (spin up / spin down) ... 5.2 / 7.1 eV
Energy relative to the best compared isomer or geometry (same formula, charge and spin) ... 198.45 kJ/mol
LUMO energy (spin up / spin down) ... 0.2888 / -0.3004 eV
Electronic energy ... -3272.016119 Ha
<S²> ... 2.02
Highest occupied orbital energy (spin up / spin down) ... -0.180 / -0.273 hartree
Max |F| ... 3.155 eV/Å

=====

# 2
C16H31NOsP2Se | ωB97M-V/def2-TZVPD

Last column: Löwdin spin population.
Positions of all 52 atoms, in Å:
Os (-0.017, -0.033, 3.700)  1.85
Se (-0.001, 0.018, 8.839)  0.32
P (0.194, -1.417, -2.748)  0.33
P (0.011, 1.817, -2.634)  0.33
N (0.015, 0.197, 6.000)  0.26
C (-0.207, -0.472, -4.326)  0.02
C (1.152, 3.224, -2.845)  0.06
C (-1.866, -0.702, 1.591)  0.01
C (0.691, 1.476, 2.434)  0.04
C (-0.011, 0.042, 7.176)  0.05
C (0.573, -1.291, 2.221)  0.04
C (1.216, -0.568, 1.079)  0.01
C (-0.031, -1.476, 5.363)  0.14
C (-1.485, 0.726, 1.255)  0.01
C (-0.957, -2.814, -2.966)  0.06
C (-0.739, 1.405, 2.343)  0.04
C (1.759, -2.222, -3.275)  0.05
C (0.286, 0.979, -4.297)  0.02
C (1.630, 0.840, 1.466)  0.01
C (-0.824, -1.367, 2.451)  0.04
C (-1.584, 2.658, -2.987)  0.05
H (-1.190, -2.290, 2.993)  0.01
H (1.659, -2.725, -4.246)  0.01
H (-1.302, -0.502, -4.440)  0.00
H (0.986, 3.766, -3.788)  0.01
H (0.563, -0.548, 0.167)  0.01
H (-0.222, 1.576, -5.069)  0.01
H (1.103, 2.341, 3.020)  0.01
H (2.618, 0.794, 1.995)  0.00
H (1.818, 1.461, 0.571)  0.00
H (2.048, -2.974, -2.511)  0.00
H (1.369, 1.019, -4.493)  0.00
H (-2.411, 1.924, -3.033)  0.00
H (2.136, -1.133, 0.735)  0.00
H (-2.793, -0.691, 2.224)  0.00
H (0.911, -1.351, 6.151)  0.05
H (-0.763, -3.575, -2.183)  0.00
H (-0.862, -3.292, -3.952)  0.01
H (-1.303, 2.208, 2.913)  0.01
H (0.239, -1.017, -5.172)  0.01
H (2.579, -1.481, -3.333)  0.00
H (-2.141, -1.269, 0.692)  0.00
H (-0.934, -1.678, 5.769)  0.00
H (-1.810, 3.358, -2.156)  0.00
H (2.203, 2.870, -2.818)  0.00
H (-2.437, 1.310, 1.039)  0.00
H (-1.554, 3.224, -3.929)  0.01
H (1.197, -2.143, 2.657)  0.01
H (0.394, -2.429, 4.913)  0.08
H (1.022, 3.932, -2.001)  0.00
H (-2.003, -2.470, -2.836)  0.00
H (-0.929, 0.764, 0.280)  0.00

## Properties
Spin multiplicity ... 5
Orbital gap (spin up / spin down) ... 7.1 / 4.6 eV
Energy relative to the best compared isomer or geometry (same formula, charge and spin) ... 329.56 kJ/mol
LUMO energy (spin up / spin down) ... -5.9867 / -9.3182 eV
Electronic energy ... -3856.925858 Ha
<S²> ... 6.05
Net charge ... +2
Highest occupied orbital energy (spin up / spin down) ... -0.482 / -0.513 hartree
Max |F| ... 6.542 eV/Å

=====

# 3
C16H31NP2V | ωB97M-V/def2-TZVPD

Last column: Löwdin spin population.
Positions of all 51 atoms, in Å:
V (2.173, 2.452, -0.392)  2.51
P (2.252, 0.893, 1.195)  0.12
P (0.135, 2.216, -1.223)  0.09
N (4.757, 1.631, -2.020)  0.08
C (-2.181, -3.645, -0.926)  0.00
C (-0.834, -3.965, -0.227)  0.00
C (2.584, 1.096, 2.965)  0.00
C (-2.362, -2.184, -1.209)  0.00
C (3.775, 1.930, -1.445)  0.02
C (-2.919, -2.683, 1.778)  0.00
C (-1.124, 3.312, -0.484)  0.01
C (-3.550, -1.518, 0.974)  0.00
C (3.383, -0.421, 0.606)  0.04
C (-0.557, -3.102, 0.983)  0.00
C (2.416, 4.419, -1.160)  -0.01
C (0.522, 0.260, 0.875)  0.04
C (-1.413, -2.599, 1.845)  0.00
C (-2.918, -1.272, -0.364)  0.00
C (0.116, 2.323, -3.047)  0.01
C (-0.089, 0.503, -0.525)  0.05
H (2.371, 0.188, 3.564)  0.00
H (-3.013, -4.029, -0.331)  0.00
H (-0.926, 3.372, 0.601)  0.00
H (3.637, 1.386, 3.104)  0.00
H (-1.023, -2.207, 2.806)  0.00
H (0.345, -0.172, -1.271)  0.00
H (-0.854, -5.022, 0.103)  0.00
H (-0.020, -3.879, -0.970)  0.00
H (-1.164, 0.301, -0.508)  0.00
H (-3.129, -0.290, -0.790)  0.00
H (-0.823, 1.881, -3.434)  0.00
H (0.538, -0.815, 1.077)  0.00
H (-0.993, 4.334, -0.887)  0.00
H (0.218, 3.370, -3.402)  0.00
H (-2.174, -1.868, -2.232)  0.00
H (-2.229, -4.217, -1.859)  0.00
H (1.614, 4.986, -1.633)  0.01
H (0.996, 1.777, -3.428)  0.00
H (3.148, -1.407, 1.029)  0.01
H (-0.100, 0.726, 1.645)  0.00
H (3.335, -0.452, -0.489)  0.00
H (3.230, 4.393, -1.901)  0.00
H (-4.621, -1.748, 0.809)  0.00
H (-3.218, -3.642, 1.348)  0.00
H (0.515, -3.105, 1.272)  0.00
H (-2.154, 2.950, -0.670)  0.00
H (1.985, 1.935, 3.347)  0.00
H (-3.515, -0.600, 1.592)  0.00
H (2.795, 5.030, -0.319)  0.00
H (4.416, -0.136, 0.846)  0.00
H (-3.354, -2.687, 2.780)  0.00

## Properties
Spin multiplicity ... 4
Orbital gap (spin up / spin down) ... 6.8 / 8.0 eV
Energy relative to the best compared isomer or geometry (same formula, charge and spin) ... 0.00 kJ/mol
LUMO energy (spin up / spin down) ... 0.2973 / 0.2276 eV
Electronic energy ... -2309.524409 Ha
<S²> ... 3.77
Highest occupied orbital energy (spin up / spin down) ... -0.238 / -0.285 hartree
Max |F| ... 5.612 eV/Å

=====

# 4
C16H31O8Rb2 | ωB97M-V/def2-TZVPD

Last column: natural (NBO) charge in e.
Positions of all 57 atoms, in Å:
Rb (4.187, -6.868, 1.438)  1.00
Rb (4.937, -0.482, 6.554)  1.00
O (0.989, -2.625, 0.218)  -0.87
O (-0.320, -9.343, 4.399)  -0.56
O (1.626, -1.079, 1.517)  -0.80
O (-0.225, 7.309, -0.436)  -0.54
O (0.763, -0.684, -0.573)  -0.74
O (-5.812, -0.093, 5.350)  -0.54
O (6.540, 4.335, -5.562)  -0.53
O (-2.607, 1.450, -7.540)  -0.53
C (-4.681, -0.164, 4.924)  0.59
C (-2.348, 0.364, -7.908)  0.59
C (-0.366, -9.048, 5.605)  0.59
C (5.314, 3.957, -3.640)  -0.73
C (-0.755, 6.304, -0.061)  0.59
C (-0.286, -7.629, 6.007)  -0.73
C (1.182, -1.444, 0.460)  0.93
C (-0.870, -0.037, -7.978)  -0.72
C (6.304, 4.730, -4.455)  0.60
C (-0.110, 5.448, 1.022)  -0.72
C (-0.239, -10.110, 6.741)  -0.71
C (-4.225, 0.681, 3.729)  -0.72
C (7.084, 5.902, -3.735)  -0.74
C (-2.083, 5.976, -0.650)  -0.72
C (-3.704, -1.075, 5.653)  -0.72
C (-3.520, -0.542, -8.342)  -0.73
H (6.394, 6.456, -3.097)  0.23
H (-4.139, -1.934, 6.164)  0.24
H (-4.476, -0.025, -8.258)  0.24
H (-0.578, -0.774, -7.231)  0.23
H (7.872, 5.600, -3.045)  0.23
H (0.311, -7.490, 6.907)  0.22
H (4.557, 4.575, -3.156)  0.23
H (-0.470, 4.428, 0.882)  0.22
H (-4.609, 1.692, 3.863)  0.24
H (-2.958, -1.438, 4.945)  0.22
H (-0.387, 5.830, 2.005)  0.23
H (0.477, -1.448, -1.079)  0.49
H (-1.289, -7.353, 6.335)  0.25
H (-0.056, -6.899, 5.230)  0.24
H (-2.662, 6.836, -0.986)  0.24
H (-3.623, -1.463, -7.766)  0.23
H (0.979, 5.434, 0.982)  0.23
H (5.797, 3.298, -2.918)  0.23
H (-0.861, -9.836, 7.593)  0.23
H (-1.914, 5.301, -1.489)  0.24
H (0.816, -10.123, 7.014)  0.23
H (-0.445, -11.102, 6.338)  0.24
H (-0.716, -0.383, -9.001)  0.22
H (-2.746, 5.448, 0.035)  0.22
H (-3.186, -0.469, 6.397)  0.23
H (-4.601, 0.275, 2.790)  0.25
H (4.862, 3.177, -4.253)  0.24
H (-0.229, 0.834, -7.846)  0.24
H (7.725, 6.384, -4.473)  0.24
H (-3.137, 0.658, 3.800)  0.21
H (-3.483, -0.724, -9.416)  0.23

## Properties
Spin multiplicity ... 1
Orbital gap ... 3.7 eV
Energy relative to the best compared isomer or geometry (same formula, charge and spin) ... 610.65 kJ/mol
LUMO energy ... -4.4266 eV
Electronic energy ... -1278.011965 Ha
Net charge ... +1
Highest occupied orbital energy ... -0.298 hartree
Max |F| ... 4.693 eV/Å